[1]
Here is a molecular structure, C33H36IrN7O3S5Te at a distorted geometry from OMol25. Energies are from ωB97M-V with the def2-TZVPD basis set.

Element x y z (Å)
1 Ir -16.524 -16.017 -4.554
2 N -17.618 -16.883 -7.292
3 N -17.492 -17.667 -8.475
4 C -16.301 -18.254 -8.705
5 N -15.989 -18.452 -9.997
6 S -15.054 -18.619 -7.562
7 H -18.621 -16.742 -7.106
8 H -17.181 -15.980 -7.523
9 H -18.234 -17.578 -9.199
10 H -16.648 -18.424 -10.776
11 H -15.004 -18.669 -10.149
12 S -15.367 -16.259 -2.223
13 C -15.561 -17.894 -2.655
14 N -16.110 -18.037 -3.887
15 C -16.466 -19.386 -4.098
16 C -17.158 -19.960 -5.189
17 C -17.504 -21.322 -5.155
18 C -17.140 -22.104 -4.042
19 C -16.424 -21.565 -2.980
20 C -16.073 -20.209 -2.957
21 S -15.269 -19.338 -1.710
22 H -17.271 -19.363 -6.098
23 H -18.014 -21.782 -6.011
24 H -17.428 -23.166 -4.009
25 H -16.150 -22.179 -2.069
26 O -20.206 -17.124 -5.422
27 S -19.756 -16.680 -4.095
28 N -18.331 -16.212 -3.841
29 C -7.856 -11.862 -6.433
30 C -9.244 -12.315 -6.051
31 C -9.623 -13.635 -5.985
32 C -10.952 -14.021 -5.813
33 C -11.268 -15.490 -5.909
34 C -11.918 -13.014 -5.591
35 Te -14.029 -13.537 -5.357
36 N -16.820 -14.245 -5.075
37 C -17.897 -13.729 -5.694
38 O -19.034 -14.245 -5.671
39 C -17.527 -12.400 -6.389
40 C -18.356 -11.341 -6.077
41 C -18.208 -10.114 -6.737
42 C -17.185 -9.970 -7.689
43 C -16.441 -11.069 -8.085
44 C -16.643 -12.313 -7.476
45 C -14.064 -13.083 -3.243
46 C -15.000 -12.181 -2.751
47 C -15.840 -11.268 -3.615
48 C -15.253 -12.145 -1.381
49 C -14.491 -12.900 -0.500
50 C -14.728 -12.833 0.978
51 C -13.464 -13.709 -0.997
52 C -13.284 -13.844 -2.354
53 C -12.236 -14.828 -2.793
54 C -11.539 -11.656 -5.527
55 C -12.526 -10.520 -5.316
56 C -10.223 -11.318 -5.788
57 H -7.059 -12.238 -5.758
58 H -7.794 -10.778 -6.425
59 H -7.632 -12.197 -7.464
60 H -8.911 -14.438 -6.136
61 H -10.573 -16.048 -5.273
62 H -11.141 -15.865 -6.942
63 H -12.264 -15.741 -5.562
64 H -19.126 -11.520 -5.340
65 H -18.861 -9.271 -6.481
66 H -17.036 -8.981 -8.089
67 H -15.685 -10.904 -8.867
68 H -16.043 -13.209 -7.800
69 H -15.912 -10.260 -3.120
70 H -16.877 -11.700 -3.717
71 H -15.459 -11.166 -4.652
72 H -16.049 -11.521 -0.970
73 H -15.164 -11.853 1.254
74 H -13.802 -13.013 1.543
75 H -15.456 -13.624 1.239
76 H -12.724 -14.165 -0.341
77 H -11.499 -14.982 -1.999
78 H -11.727 -14.483 -3.692
79 H -12.678 -15.814 -3.028
80 H -13.256 -10.532 -6.144
81 H -11.986 -9.595 -5.298
82 H -13.086 -10.614 -4.378
83 H -9.936 -10.261 -5.815
84 O -15.225 -15.502 -8.201
85 S -14.357 -16.233 -7.218
86 N -14.650 -15.985 -5.681

## Properties
Gap between HOMO and LUMO (alpha / beta) (eV): 7.015 / 5.774
Expectation value of S²: 6.031
Multiplicity: 5
Highest occupied orbital energy (alpha / beta) (eV): -7.40 / -7.59
Lowest unoccupied orbital energy (alpha / beta) (eV): -0.39 / -1.82

[2]
Here is C5H9NO in the gas phase from OMol25. Energies are from ωB97M-V with the def2-TZVPD basis set.

Element x y z (Å)
1 C -1.316 1.136 -0.813
2 C -1.458 0.111 0.022
3 C -0.650 -1.169 -0.029
4 C 0.823 -0.974 -0.446
5 C 1.428 0.340 0.026
6 N 1.285 0.610 1.368
7 O 2.039 1.079 -0.721
8 H -1.890 2.050 -0.690
9 H -0.597 1.122 -1.629
10 H -2.183 0.189 0.833
11 H -0.694 -1.664 0.949
12 H -1.124 -1.867 -0.730
13 H 0.944 -0.994 -1.531
14 H 1.431 -1.792 -0.039
15 H 1.513 1.565 1.611
16 H 0.452 0.259 1.820

## Properties
Structure (SMILES): C=CCCC(N)=O
Gap between HOMO and LUMO (eV): 10.593
Highest occupied orbital energy (eV): -9.68
Lowest unoccupied orbital energy (eV): 0.92

Table of energy above the lowest of the compared OMol25 structures with the same formula, charge and spin (kcal per mole), in record order: 5.20; 19.55